1.
{"formula": "C15H18N2O", "method": "the ωB97M-V functional and the def2-TZVPD basis", "lumo_energy_ev": 0.56, "de_lowest_ev": 14.070, "symbols": ["C", "C", "C", "C", "C", "N", "O", "C", "C", "C", "C", "C", "C", "C", "C", "N", "C", "C", "H", "H", "H", "H", "H", "H", "H", "H", "H", "H", "H", "H", "H", "H", "H", "H", "H", "H"], "xyz": [[-5.528, -1.362, 0.329], [-4.305, -2.082, -0.161], [-3.082, -1.341, -0.316], [-3.087, -0.102, -0.043], [-1.918, 0.625, -0.248], [-1.627, 1.824, 0.084], [-0.405, 2.279, -0.140], [0.062, 1.000, -0.649], [1.630, 0.881, -0.818], [2.402, 0.110, 0.427], [3.833, 0.133, 0.213], [4.742, -0.177, 1.306], [5.949, -0.760, 0.745], [5.718, -1.006, -0.486], [4.296, -1.030, -0.920], [-0.701, -0.220, -0.673], [-4.245, 0.466, 0.235], [-5.538, -0.093, 0.566], [-6.488, -1.663, 0.383], [-4.570, -3.195, -0.364], [-2.380, -2.095, -0.622], [1.975, 1.761, -1.264], [1.662, 0.067, -1.560], [1.947, -0.740, 0.508], [2.210, 0.981, 1.238], [4.253, 1.282, -0.218], [4.709, 0.548, 2.236], [4.136, -1.157, 1.897], [6.227, -1.539, 1.531], [6.740, 0.140, 1.016], [6.090, -1.896, -1.162], [6.447, -0.342, -1.279], [4.131, -0.353, -1.969], [3.658, -1.809, -0.635], [-4.195, 1.719, 0.471], [-6.447, 0.418, 0.993]], "mulliken_charge": [-0.272, -0.862, 0.031, 0.587, 0.155, -0.347, -0.185, 0.461, -1.059, -0.886, 0.333, -0.818, -0.167, -0.757, -0.801, -0.380, 0.042, -0.705, 0.419, 0.250, 0.373, 0.546, 0.305, 0.673, 0.206, 0.213, 0.322, 0.187, 0.230, 0.167, 0.374, 0.184, 0.251, 0.451, 0.148, 0.328]}



2.
{"formula": "C76H127Cl21N11O5", "method": "the ωB97M-V functional and the def2-TZVPD basis", "s_squared": 8.7775, "lumo_energy_ev": [-0.01, -0.95], "spin_multiplicity": 6, "symbols": ["C", "Cl", "Cl", "Cl", "H", "C", "Cl", "Cl", "Cl", "H", "C", "Cl", "Cl", "Cl", "H", "C", "Cl", "Cl", "Cl", "H", "C", "Cl", "Cl", "Cl", "H", "C", "Cl", "Cl", "Cl", "H", "C", "Cl", "Cl", "Cl", "H", "C", "C", "C", "C", "C", "C", "N", "O", "C", "C", "C", "H", "H", "H", "H", "H", "H", "H", "H", "H", "H", "H", "H", "H", "H", "H", "H", "H", "H", "C", "C", "C", "C", "C", "C", "N", "O", "C", "C", "C", "H", "H", "H", "H", "H", "H", "H", "H", "H", "H", "H", "H", "H", "H", "H", "H", "H", "H", "C", "C", "C", "C", "C", "C", "N", "O", "C", "C", "C", "H", "H", "H", "H", "H", "H", "H", "H", "H", "H", "H", "H", "H", "H", "H", "H", "H", "H", "C", "C", "C", "C", "C", "C", "N", "O", "C", "C", "C", "H", "H", "H", "H", "H", "H", "H", "H", "H", "H", "H", "H", "H", "H", "H", "H", "H", "H", "C", "C", "C", "C", "C", "C", "N", "O", "C", "C", "C", "H", "H", "H", "H", "H", "H", "H", "H", "H", "H", "H", "H", "H", "H", "H", "H", "H", "H", "N", "C", "C", "C", "C", "H", "H", "H", "H", "H", "N", "C", "C", "C", "C", "H", "H", "H", "H", "H", "N", "C", "C", "C", "C", "H", "H", "H", "H", "H", "N", "C", "C", "C", "C", "H", "H", "H", "H", "H", "N", "C", "C", "C", "C", "H", "H", "H", "H", "H", "N", "C", "C", "C", "C", "H", "H", "H", "H", "H"], "xyz": [[-10.820, -0.137, -30.764], [-9.707, -0.482, -29.452], [-12.364, -1.013, -30.617], [-10.059, -0.573, -32.318], [-10.951, 0.944, -30.814], [-9.632, -12.966, -30.295], [-10.213, -13.041, -31.988], [-11.001, -12.827, -29.260], [-8.599, -11.650, -30.003], [-9.059, -13.867, -30.074], [-4.673, -9.908, -34.663], [-4.328, -8.127, -34.237], [-5.454, -10.190, -36.230], [-5.516, -10.734, -33.244], [-3.676, -10.341, -34.750], [-14.203, -9.135, -29.067], [-13.537, -10.550, -28.310], [-13.194, -7.575, -28.871], [-15.754, -8.752, -28.410], [-14.292, -9.305, -30.140], [-10.698, -4.807, -35.446], [-9.753, -3.580, -34.712], [-9.735, -6.129, -35.966], [-11.846, -4.171, -36.708], [-11.339, -5.210, -34.662], [-3.284, -3.540, -25.360], [-3.577, -4.498, -26.791], [-1.935, -2.309, -25.634], [-2.910, -4.611, -24.051], [-4.178, -2.934, -25.212], [-9.167, -11.559, -36.330], [-8.315, -11.916, -34.762], [-9.893, -9.994, -36.176], [-10.380, -12.826, -36.580], [-8.377, -11.583, -37.081], [-3.915, 0.944, -30.223], [-4.778, -0.380, -29.956], [-6.206, -0.190, -30.613], [-6.281, -0.397, -32.052], [-5.870, -1.784, -32.335], [-4.387, -2.098, -31.935], [-4.091, -1.628, -30.553], [-2.694, -1.829, -30.022], [-4.353, -3.621, -31.829], [-3.399, -1.651, -33.075], [-4.905, -0.560, -28.413], [-3.643, 1.094, -31.267], [-2.899, 0.795, -29.858], [-4.406, 1.826, -29.811], [-6.932, -0.821, -30.100], [-6.566, 0.803, -30.342], [-5.569, 0.336, -32.431], [-7.319, -0.298, -32.371], [-5.886, -1.940, -33.413], [-6.710, -2.258, -31.827], [-4.939, -3.936, -32.692], [-3.347, -4.021, -31.952], [-4.799, -4.086, -30.950], [-3.660, -1.837, -34.117], [-2.992, -0.640, -33.073], [-2.488, -2.175, -32.786], [-5.066, -1.620, -28.217], [-5.720, 0.073, -28.063], [-4.045, -0.377, -27.769], [-9.651, -7.719, -28.397], [-9.396, -6.258, -28.882], [-8.237, -5.781, -28.012], [-6.881, -6.400, -28.298], [-6.622, -6.097, -29.783], [-7.609, -6.613, -30.828], [-9.029, -6.190, -30.417], [-10.064, -6.755, -31.295], [-7.216, -6.026, -32.169], [-7.468, -8.222, -30.905], [-10.573, -5.367, -28.513], [-8.726, -8.296, -28.377], [-10.366, -8.238, -29.037], [-10.235, -7.815, -27.482], [-8.217, -4.692, -28.036], [-8.526, -6.085, -27.006], [-6.889, -7.475, -28.116], [-5.975, -6.121, -27.761], [-5.589, -6.337, -30.035], [-6.566, -5.014, -29.892], [-6.240, -6.360, -32.521], [-8.066, -6.312, -32.790], [-7.244, -4.936, -32.153], [-7.297, -8.673, -29.927], [-8.392, -8.706, -31.225], [-6.643, -8.424, -31.587], [-10.422, -4.309, -28.725], [-10.917, -5.596, -27.504], [-11.510, -5.657, -28.989], [-2.118, -5.171, -34.583], [-1.177, -5.373, -35.853], [-0.983, -4.131, -36.716], [-0.169, -3.099, -35.991], [1.205, -3.634, -35.704], [1.182, -4.944, -34.856], [0.169, -5.853, -35.387], [0.203, -7.165, -34.690], [2.626, -5.431, -35.080], [1.037, -4.487, -33.382], [-1.968, -6.359, -36.758], [-2.030, -6.053, -33.949], [-3.184, -4.997, -34.735], [-1.889, -4.357, -33.895], [-0.638, -4.344, -37.728], [-1.906, -3.562, -36.826], [-0.595, -2.825, -35.025], [0.023, -2.153, -36.496], [1.762, -2.820, -35.240], [1.654, -3.833, -36.677], [3.378, -4.645, -35.002], [2.929, -6.218, -34.390], [2.856, -6.039, -35.955], [0.230, -3.767, -33.246], [0.842, -5.302, -32.686], [1.910, -3.994, -32.954], [-1.894, -7.325, -36.259], [-1.689, -6.428, -37.809], [-3.034, -6.153, -36.662], [-1.880, -8.771, -27.062], [-2.226, -8.922, -28.555], [-2.652, -7.614, -29.156], [-3.053, -7.454, -30.660], [-1.803, -7.838, -31.409], [-1.181, -9.245, -30.895], [-1.111, -9.420, -29.377], [-0.543, -10.697, -28.941], [-1.998, -10.353, -31.644], [0.254, -9.242, -31.490], [-3.477, -9.884, -28.473], [-1.262, -7.893, -26.872], [-1.435, -9.673, -26.644], [-2.734, -8.482, -26.449], [-3.314, -7.098, -28.462], [-1.846, -6.887, -29.056], [-3.291, -6.445, -30.997], [-3.927, -8.030, -30.967], [-1.093, -7.016, -31.324], [-2.252, -8.032, -32.383], [-1.738, -11.352, -31.296], [-3.066, -10.301, -31.429], [-1.778, -10.263, -32.708], [0.691, -10.237, -31.416], [0.306, -8.865, -32.511], [0.938, -8.624, -30.908], [-3.792, -10.205, -29.466], [-4.227, -9.220, -28.044], [-3.353, -10.734, -27.802], [-11.515, -6.324, -19.886], [-11.371, -7.549, -20.733], [-12.420, -8.603, -19.993], [-12.840, -9.783, -20.924], [-13.271, -9.146, -22.330], [-12.094, -8.357, -23.038], [-11.659, -7.258, -22.120], [-10.761, -6.322, -22.768], [-11.017, -9.359, -23.500], [-12.814, -7.740, -24.284], [-9.961, -8.216, -20.418], [-11.605, -6.614, -18.839], [-12.410, -5.797, -20.218], [-10.620, -5.743, -20.107], [-11.982, -9.051, -19.101], [-13.242, -7.916, -19.794], [-13.760, -10.203, -20.517], [-12.089, -10.565, -21.036], [-14.171, -8.532, -22.292], [-13.778, -9.829, -23.012], [-10.891, -10.117, -22.727], [-11.211, -9.665, -24.528], [-10.049, -8.859, -23.531], [-13.162, -8.451, -25.033], [-13.629, -7.032, -24.133], [-12.037, -7.190, -24.814], [-9.823, -9.264, -20.684], [-9.700, -8.083, -19.368], [-9.159, -7.694, -20.939], [-8.080, -2.114, -23.870], [-7.531, -3.344, -24.132], [-7.226, -3.488, -25.445], [-7.689, -2.278, -26.074], [-8.223, -1.486, -25.114], [-8.528, -1.874, -22.997], [-7.441, -3.983, -23.266], [-6.712, -4.351, -25.841], [-7.672, -2.121, -27.143], [-8.795, -0.570, -25.140], [-15.176, -3.224, -29.497], [-15.437, -4.027, -28.423], [-16.305, -3.349, -27.567], [-16.279, -1.975, -27.994], [-15.609, -1.921, -29.233], [-14.455, -3.469, -30.161], [-15.130, -5.054, -28.556], [-16.799, -3.697, -26.672], [-16.820, -1.176, -27.507], [-15.484, -1.121, -29.947], [-7.574, -7.105, -23.935], [-6.361, -6.643, -23.468], [-5.353, -7.326, -24.083], [-5.878, -8.428, -24.834], [-7.269, -8.130, -24.796], [-8.489, -6.778, -23.661], [-6.422, -5.788, -22.811], [-4.281, -7.220, -24.007], [-5.307, -9.197, -25.333], [-8.122, -8.574, -25.287], [-12.621, -5.129, -31.624], [-12.465, -3.913, -32.348], [-13.603, -3.645, -33.064], [-14.514, -4.583, -32.592], [-13.835, -5.563, -31.928], [-11.901, -5.601, -31.096], [-11.570, -3.311, -32.307], [-13.863, -2.831, -33.725], [-15.559, -4.441, -32.825], [-14.171, -6.483, -31.473], [-12.577, -8.599, -32.489], [-13.871, -8.583, -33.011], [-14.446, -9.865, -33.031], [-13.464, -10.645, -32.348], [-12.354, -9.904, -32.024], [-11.818, -7.939, -32.579], [-14.191, -7.705, -33.553], [-15.388, -10.178, -33.455], [-13.487, -11.720, -32.244], [-11.476, -10.131, -31.438], [-13.398, -2.613, -27.003], [-13.158, -3.682, -26.171], [-11.877, -3.433, -25.664], [-11.379, -2.336, -26.290], [-12.319, -1.782, -27.117], [-14.264, -2.450, -27.496], [-13.861, -4.482, -25.991], [-11.371, -3.909, -24.838], [-10.387, -1.941, -26.128], [-12.517, -0.973, -27.804]], "mulliken_charge": [-0.406, -0.002, 0.048, -0.114, 0.450, -0.255, -0.106, -0.084, -0.022, 0.449, -0.148, 0.029, -0.132, -0.134, 0.313, 0.744, -0.094, -0.038, -0.144, -0.448, 0.720, -0.040, -0.088, -0.173, -0.488, 0.200, 0.076, -0.165, -0.131, 0.033, -0.036, -0.068, -0.043, -0.128, 0.292, -1.836, 1.746, -0.865, -0.725, -1.369, 2.185, 0.618, -0.515, -1.517, -1.794, -1.758, 0.358, 0.457, 0.387, -0.110, 0.557, 0.462, 0.124, 0.681, 0.018, 0.188, 0.246, 0.244, 0.333, 0.368, 0.414, 0.320, 0.367, 0.417, -1.662, 3.671, -2.020, -0.419, -0.486, 2.312, 0.329, -0.089, -1.592, -1.053, -1.013, 0.197, -0.076, 0.481, 0.292, 0.422, -0.211, 0.146, -0.478, 0.100, -0.036, 0.528, 0.135, 0.201, 0.163, 0.135, 0.638, -0.222, -0.655, -0.877, 1.809, -1.390, -0.119, -1.445, 1.533, 0.381, -0.423, -1.822, -1.374, -1.809, -0.012, 0.717, -0.293, 0.410, 0.413, -0.159, 0.433, 0.551, 0.364, 0.357, 0.419, 0.437, 0.173, 0.195, 0.438, 0.352, 0.381, 0.396, -1.701, 1.631, -1.083, 1.530, -1.332, 1.636, 0.460, -0.518, -1.348, -1.738, -0.954, 0.422, 0.437, 0.248, 0.229, 0.470, -0.972, -0.055, 0.250, 0.109, 0.383, -0.029, 0.410, 0.379, 0.265, 0.474, 0.123, 0.026, 0.369, -1.791, 1.265, -1.064, -0.726, -1.576, 2.063, 0.292, -0.303, -1.116, -2.597, -1.561, 0.392, 0.476, 0.396, 0.360, 0.484, 0.414, 0.384, 0.563, 0.487, 0.186, 0.471, 0.010, 0.566, 0.438, 0.438, 0.314, 0.466, 0.270, 0.044, -1.168, 0.292, -0.798, -1.132, 0.275, 0.236, 0.877, 0.928, 0.595, 0.439, -1.044, -0.191, -0.740, -0.544, 0.018, 0.519, 0.405, 0.445, 0.477, 0.592, -1.108, -0.105, -1.259, -0.189, 0.076, 0.577, 0.408, 0.575, 0.472, 2.036, -0.652, -0.469, -1.289, -0.816, -0.490, 0.456, 0.405, 0.370, 0.704, 0.546, -0.478, -0.932, -0.453, -0.482, 0.058, 0.465, 0.479, 0.394, 0.362, -0.064, -0.661, -0.843, -0.144, -1.186, 0.966, 0.518, 0.687, 0.234, 0.548]}



3.
{"formula": "C5H5NO", "method": "the ωB97M-V functional and the def2-TZVPD basis", "lumo_energy_ev": 0.05, "de_lowest_ev": 4.518, "symbols": ["C", "C", "C", "O", "C", "C", "N", "H", "H", "H", "H", "H"], "xyz": [[2.621, -0.956, 0.425], [1.760, -0.116, 0.451], [0.616, 0.778, 0.480], [0.504, 1.683, 1.289], [-0.399, 0.456, -0.549], [-1.551, -0.539, -0.263], [-1.766, 0.883, -0.338], [3.402, -1.681, 0.419], [-0.163, -0.260, -1.330], [-1.486, -1.103, 0.650], [-1.987, -1.059, -1.125], [-1.770, 1.199, 0.636]], "mulliken_charge": [0.320, -0.351, 0.080, -0.550, -0.095, -0.470, -0.556, 0.398, 0.347, 0.251, 0.325, 0.302]}



4.
{"formula": "C21H46N5O8V2", "method": "the ωB97M-V functional and the def2-TZVPD basis", "charge": 3, "s_squared": 12.0173, "lumo_energy_ev": [-12.23, -12.68], "spin_multiplicity": 7, "symbols": ["V", "V", "C", "C", "O", "H", "H", "H", "H", "H", "C", "C", "O", "N", "C", "H", "H", "H", "H", "H", "H", "H", "C", "C", "O", "N", "C", "H", "H", "H", "H", "H", "H", "H", "C", "C", "O", "N", "C", "H", "H", "H", "H", "H", "H", "H", "C", "C", "O", "N", "C", "H", "H", "H", "H", "H", "H", "H", "C", "C", "O", "N", "C", "H", "H", "H", "H", "H", "H", "H", "O", "C", "O", "C", "C", "C", "H", "H", "H", "H", "H", "H"], "xyz": [[-14.673, -7.036, -0.854], [-14.072, -10.136, -0.604], [-12.672, -6.965, 2.436], [-12.850, -8.253, 1.683], [-13.740, -8.296, 0.588], [-11.848, -7.008, 3.147], [-13.543, -6.755, 3.071], [-12.496, -6.134, 1.751], [-13.042, -9.073, 2.382], [-11.841, -8.457, 1.284], [-11.773, -4.780, 5.510], [-12.582, -5.305, 6.675], [-13.273, -6.290, 6.507], [-12.423, -4.688, 7.858], [-13.220, -5.063, 9.032], [-11.199, -5.654, 5.184], [-11.095, -3.961, 5.733], [-12.406, -4.554, 4.652], [-11.946, -3.803, 7.854], [-13.516, -6.102, 8.955], [-14.065, -4.386, 9.160], [-12.632, -4.997, 9.949], [-10.927, -5.087, -0.576], [-12.099, -5.084, -1.516], [-12.913, -6.111, -1.517], [-12.370, -4.049, -2.273], [-11.800, -2.707, -2.179], [-10.523, -6.081, -0.438], [-11.302, -4.638, 0.350], [-10.119, -4.444, -0.924], [-13.109, -4.234, -2.940], [-11.823, -2.186, -3.129], [-10.840, -2.755, -1.687], [-12.473, -2.115, -1.547], [-12.138, -13.303, 1.385], [-13.222, -12.332, 1.703], [-13.673, -11.532, 0.808], [-13.781, -12.410, 2.897], [-14.919, -11.607, 3.356], [-12.643, -14.169, 0.953], [-11.605, -13.563, 2.296], [-11.444, -12.884, 0.664], [-13.207, -12.744, 3.664], [-14.621, -10.809, 4.029], [-15.572, -12.309, 3.878], [-15.528, -11.249, 2.534], [-18.068, -5.291, 1.884], [-17.883, -6.212, 3.080], [-18.873, -6.765, 3.562], [-16.652, -6.363, 3.594], [-16.231, -7.373, 4.571], [-17.695, -5.818, 0.988], [-17.543, -4.344, 2.031], [-19.097, -5.039, 1.647], [-15.938, -5.836, 3.116], [-15.874, -8.262, 4.055], [-17.130, -7.664, 5.116], [-15.559, -6.887, 5.271], [-8.965, -8.275, 2.132], [-7.806, -8.318, 3.146], [-7.150, -7.375, 3.507], [-7.627, -9.594, 3.617], [-6.444, -9.933, 4.397], [-9.257, -7.259, 1.876], [-9.727, -8.891, 2.603], [-8.554, -8.686, 1.206], [-8.255, -10.320, 3.340], [-6.377, -11.008, 4.557], [-6.480, -9.485, 5.389], [-5.547, -9.617, 3.870], [-13.257, -11.171, 6.684], [-12.316, -10.484, 6.417], [-11.490, -9.942, 7.333], [-10.463, -9.168, 6.715], [-11.019, -8.809, 5.333], [-11.897, -10.047, 5.025], [-9.505, -9.687, 6.723], [-10.292, -8.229, 7.244], [-10.224, -8.722, 4.593], [-11.599, -7.889, 5.310], [-11.285, -10.715, 4.413], [-12.750, -9.763, 4.406]], "mulliken_charge": [1.291, 1.382, -0.671, 1.312, -0.230, -0.051, 0.121, 0.103, -0.599, -0.013, -0.575, 0.651, -0.632, -0.237, -0.857, 0.036, 0.425, 0.125, 0.241, 0.284, 0.317, 0.329, -1.079, 0.690, -0.881, -0.161, -0.740, 0.244, 0.398, 0.490, 0.280, 0.316, 0.267, 0.334, -1.140, 0.639, -0.691, -0.013, -0.889, 0.311, 0.421, 0.363, 0.302, 0.225, 0.392, 0.303, -0.985, 0.843, -0.596, -0.091, -0.888, 0.035, 0.349, 0.333, 0.116, 0.263, 0.401, 0.263, -0.383, 0.350, -0.600, -0.040, -0.982, 0.175, -0.127, 0.437, 0.209, 0.374, 0.294, 0.325, -0.560, 0.515, -0.374, -0.610, 1.335, 0.663, 0.253, 0.377, -0.513, -0.644, 0.230, -0.881]}